Entry 1:
Here is a molecular structure, C53H40BrClN9O7PSTi at a distorted geometry from the OMol25 dataset. Energies are from ωB97M-V/def2-TZVPD.

Properties
- Charge: -1
- Calculated total energy: -7686.65271 hartree
- ΔE to the lowest compared entry with this formula, charge and spin: 0.0 kJ/mol
- <S²>: 0.7638
- Kohn-Sham gap (alpha / beta): 5.3 / 6.6 eV
- Spin multiplicity: 2
- Strongest force on any atom: 1.06 eV/Å

Atoms and positions in Å:
1 Ti -0.47 -0.95 0.04
2 N -0.02 0.73 4.62
3 C -0.06 -0.35 3.74
4 S 1.33 -1.36 3.71
5 N -1.19 -0.41 3.08
6 N -1.33 -1.23 1.98
7 C -2.29 -2.16 2.09
8 C -2.93 -2.50 3.39
9 C -3.65 -1.54 4.11
10 C -4.27 -1.88 5.30
11 C -4.18 -3.17 5.80
12 C -3.47 -4.13 5.09
13 C -2.85 -3.79 3.89
14 C -2.72 -2.78 0.89
15 C -3.75 -3.74 0.78
16 C -4.15 -4.18 -0.45
17 C -3.54 -3.66 -1.61
18 C -2.54 -2.74 -1.45
19 N -2.10 -2.32 -0.25
20 H 0.57 0.57 5.42
21 H -0.93 1.13 4.82
22 H -3.70 -0.53 3.73
23 H -4.82 -1.12 5.84
24 H -4.67 -3.43 6.73
25 H -3.40 -5.14 5.47
26 H -2.30 -4.54 3.34
27 H -4.23 -4.10 1.68
28 H -4.94 -4.91 -0.53
29 H -3.84 -3.97 -2.60
30 H -2.02 -2.31 -2.30
31 O -3.99 3.81 -2.42
32 C -3.06 3.94 -3.34
33 O -3.04 4.87 -4.11
34 C -2.01 2.88 -3.39
35 C -0.97 2.86 -4.30
36 Cl -0.61 3.89 -5.61
37 N -0.19 1.79 -4.02
38 N -0.66 1.10 -2.97
39 C -1.75 1.74 -2.58
40 C -2.43 1.23 -1.34
41 O -3.49 1.77 -0.98
42 O -1.83 0.33 -0.71
43 C 1.01 1.31 -4.62
44 C 2.08 2.16 -4.85
45 C 3.26 1.64 -5.36
46 C 3.37 0.28 -5.63
47 C 2.29 -0.56 -5.39
48 C 1.11 -0.05 -4.88
49 H -3.87 2.97 -1.86
50 H 2.00 3.21 -4.60
51 H 4.10 2.30 -5.53
52 H 4.30 -0.12 -6.01
53 H 2.38 -1.62 -5.56
54 H 0.27 -0.69 -4.65
55 N 0.60 0.45 0.51
56 P 0.85 1.92 0.98
57 C 1.18 3.00 -0.46
58 C 0.13 3.72 -1.04
59 C 0.34 4.46 -2.19
60 C 1.60 4.48 -2.79
61 C 2.64 3.75 -2.23
62 C 2.43 3.03 -1.06
63 C 2.32 1.96 2.03
64 C 3.38 1.15 1.61
65 C 4.54 1.07 2.37
66 C 4.64 1.77 3.56
67 C 3.58 2.55 3.99
68 C 2.42 2.64 3.24
69 C -0.49 2.83 1.79
70 C -1.76 2.29 1.88
71 C -2.80 3.05 2.40
72 C -2.57 4.34 2.84
73 C -1.30 4.90 2.74
74 C -0.27 4.15 2.21
75 H -0.86 3.71 -0.59
76 H -0.48 5.02 -2.63
77 H 1.76 5.06 -3.69
78 H 3.61 3.74 -2.69
79 H 3.26 2.47 -0.64
80 H 3.27 0.54 0.72
81 H 5.35 0.43 2.04
82 H 5.54 1.70 4.15
83 H 3.65 3.07 4.94
84 H 1.59 3.21 3.62
85 H -1.95 1.30 1.52
86 H -3.80 2.63 2.44
87 H -3.39 4.93 3.25
88 H -1.12 5.92 3.06
89 H 0.71 4.60 2.08
90 O 0.64 -2.54 0.54
91 N 0.30 -3.77 0.84
92 C 0.43 -4.16 2.12
93 C 0.10 -5.44 2.48
94 C -0.39 -6.32 1.52
95 C -0.51 -5.89 0.21
96 C -0.15 -4.60 -0.12
97 H 0.77 -3.36 2.79
98 H 0.21 -5.73 3.51
99 H -0.67 -7.33 1.79
100 H -0.88 -6.53 -0.57
101 H -0.16 -4.18 -1.12
102 Br 6.23 -2.50 -3.95
103 C 4.74 -1.55 -3.26
104 C 4.86 -0.20 -2.99
105 N 3.85 0.53 -2.52
106 C 2.69 -0.09 -2.30
107 C 2.49 -1.44 -2.54
108 C 3.54 -2.20 -3.03
109 C 1.15 -2.09 -2.29
110 O 0.97 -3.25 -2.66
111 O 0.27 -1.34 -1.75
112 H 5.80 0.31 -3.17
113 H 1.87 0.51 -1.92
114 H 3.40 -3.25 -3.22

***

Entry 2:
Here is 2 unconnected molecules or ions with the total composition C4H7NO at a distorted geometry from the OMol25 dataset. Energies are from ωB97M-V/def2-TZVPD.

Properties
- Charge: 0
- Calculated total energy: -286.46514 hartree
- ΔE to the lowest compared entry with this formula, charge and spin: 437.2 kJ/mol
- Kohn-Sham gap: 10.1 eV
- Strongest force on any atom: 1.03 eV/Å

Atoms and positions in Å:
1 C -1.67 -0.47 0.18
2 C -0.41 0.11 -0.36
3 C 0.44 1.00 0.39
4 O 1.65 1.21 -0.02
5 C 2.11 -0.76 -0.32
6 N 1.15 -1.43 -0.43
7 H -1.57 -1.56 0.12
8 H -2.55 -0.19 -0.41
9 H -1.82 -0.20 1.23
10 H -0.26 0.13 -1.44
11 H 0.20 1.04 1.47
12 H -0.43 1.67 -0.12
13 H 3.16 -0.53 -0.27

***

Entry 3:
Here is C9H7BrF2N2 in the gas phase at a distorted geometry from the OMol25 dataset. Energies are from ωB97M-V/def2-TZVPD.

Properties
- Charge: 0
- Calculated total energy: -3230.34462 hartree
- ΔE to the lowest compared entry with this formula, charge and spin: 0.0 kJ/mol
- Kohn-Sham gap (alpha / beta): 7.8 / 7.8 eV
- SMILES: C/C(=N\C(Br)=C\F)c1cccc(F)n1
- Strongest force on any atom: 2.92 eV/Å

Atoms and positions in Å:
1 C 2.45 -1.55 -0.11
2 C 1.77 -0.58 0.60
3 C 1.76 -2.58 -0.72
4 C 0.35 -0.59 0.52
5 C 0.34 -2.53 -0.62
6 C 0.72 3.57 2.22
7 C -0.46 0.49 1.01
8 C -0.29 2.72 1.78
9 C -1.93 0.23 1.01
10 N -0.39 -1.56 -0.14
11 N 0.13 1.50 1.48
12 F -0.35 -3.57 -1.08
13 F 0.51 4.82 2.75
14 Br -2.09 3.35 1.51
15 H 3.50 -1.64 -0.08
16 H 2.25 0.14 1.36
17 H 2.32 -3.41 -1.23
18 H 1.69 3.14 2.46
19 H -1.99 -0.79 0.50
20 H -2.19 0.08 2.12
21 H -2.61 0.99 0.69

***

Entry 4:
Here is a molecular structure, C24H29N2O7Tm at a distorted geometry from the OMol25 dataset. Energies are from ωB97M-V/def2-TZVPD.

Properties
- Charge: 0
- Calculated total energy: -2653.49574 hartree
- ΔE to the lowest compared entry with this formula, charge and spin: 30.5 kJ/mol
- <S²>: 2.0018
- Kohn-Sham gap (alpha / beta): 8.5 / 8.5 eV
- Spin multiplicity: 3
- Strongest force on any atom: 3.01 eV/Å

Atoms and positions in Å:
1 Tm 10.56 9.59 13.09
2 O 12.14 8.03 16.76
3 C 12.12 8.34 15.59
4 O 11.41 9.31 15.10
5 C 13.07 7.60 14.67
6 C 13.73 8.52 13.68
7 C 14.91 7.96 12.92
8 C 14.22 6.92 11.94
9 C 12.78 7.09 12.34
10 O 12.73 8.52 12.57
11 C 12.46 6.56 13.76
12 C 10.90 6.50 13.85
13 O 10.41 5.55 14.47
14 O 10.22 7.34 13.16
15 H 13.83 7.18 15.24
16 H 13.90 9.54 14.03
17 H 15.56 7.50 13.64
18 H 15.38 8.67 12.29
19 H 14.50 5.89 12.07
20 H 14.34 7.33 10.89
21 H 12.10 6.85 11.53
22 H 12.88 5.54 13.89
23 C 6.45 16.39 10.75
24 C 7.01 15.07 11.23
25 C 7.48 14.94 12.57
26 C 8.09 13.81 12.98
27 C 8.73 13.74 14.35
28 C 8.16 12.75 12.04
29 C 7.60 12.80 10.75
30 C 7.85 11.67 9.80
31 C 7.02 14.01 10.36
32 C 9.00 11.63 12.43
33 O 8.47 10.53 12.75
34 O 10.29 11.82 12.49
35 H 5.34 16.35 10.68
36 H 7.00 16.61 9.83
37 H 6.54 17.23 11.52
38 H 7.56 15.78 13.28
39 H 7.94 13.54 15.09
40 H 9.09 14.73 14.58
41 H 9.59 12.98 14.47
42 H 7.24 10.80 9.95
43 H 8.90 11.35 9.84
44 H 7.69 12.01 8.79
45 H 6.56 14.10 9.42
46 N 10.72 9.19 10.68
47 C 10.92 8.99 9.56
48 N 11.34 8.79 8.31
49 C 12.84 8.77 8.21
50 C 13.17 7.81 7.12
51 C 12.24 6.61 7.18
52 C 10.81 7.02 6.74
53 C 10.52 8.47 7.12
54 H 13.17 8.30 9.13
55 H 13.17 9.81 8.12
56 H 14.19 7.53 7.15
57 H 13.04 8.20 6.07
58 H 12.23 6.28 8.23
59 H 12.62 5.80 6.59
60 H 10.09 6.37 7.28
61 H 10.73 6.98 5.63
62 H 9.49 8.70 7.36
63 H 10.94 9.01 6.29

***

Entry 5:
Here is 3 unconnected molecules or ions with the total composition C5H16NO2 at a distorted geometry from the OMol25 dataset. Energies are from ωB97M-V/def2-TZVPD.

Properties
- Charge: +1
- Calculated total energy: -405.07489 hartree
- ΔE to the lowest compared entry with this formula, charge and spin: 118.8 kJ/mol
- Kohn-Sham gap: 10.6 eV
- Strongest force on any atom: 3.06 eV/Å

Atoms and positions in Å:
1 C 3.55 -0.13 0.75
2 C 2.74 -0.95 -0.24
3 C 1.83 -0.32 -1.31
4 C 0.57 0.26 -0.74
5 C -0.68 0.10 -1.14
6 N -1.74 0.47 -0.19
7 H 2.91 0.56 1.31
8 H 3.97 -0.77 1.52
9 H 4.39 0.35 0.24
10 H 3.36 -1.70 -0.73
11 H 2.05 -1.57 0.37
12 H 2.33 0.50 -1.87
13 H 1.62 -1.02 -2.10
14 H 0.73 0.84 0.17
15 H -1.01 -0.36 -2.07
16 H -2.12 1.35 -0.57
17 H -2.71 0.01 -0.08
18 H -1.38 0.75 0.75
19 H -1.89 1.53 2.74
20 H -0.38 1.07 2.78
21 O -1.04 1.59 2.30
22 H -4.30 -1.19 -1.15
23 H -4.28 -1.81 0.17
24 O -3.86 -1.08 -0.29